{
  "formula": "C6H21CoO6V",
  "method": "ωB97M-V/def2-TZVPD",
  "s_squared": 15.765,
  "e_tot_ha": -3018.59038,
  "spin_multiplicity": 8,
  "e_homo_ha": [-0.5588, -0.5587],
  "homo_lumo_gap_ev": [7.4, 2.4],
  "total_charge": 2,
  "species": ["Co", "V", "O", "H", "O", "H", "O", "H", "C", "C", "O", "H", "H", "H", "H", "H", "H", "C", "C", "O", "H", "H", "H", "H", "H", "H", "C", "C", "O", "H", "H", "H", "H", "H", "H"],
  "coordinates": [[2.452, 0.387, -0.055], [1.150, 1.003, 2.825], [0.849, -0.246, 1.148], [-0.043, -0.455, 0.811], [1.285, 1.811, -0.841], [1.110, 1.303, -1.656], [3.002, 1.300, 1.620], [3.380, 0.925, 2.439], [0.225, -4.997, 2.890], [0.808, -3.735, 2.171], [-0.033, -2.599, 2.529], [0.681, -5.910, 2.506], [-0.858, -5.105, 2.821], [0.349, -5.018, 3.972], [0.643, -3.725, 1.094], [1.849, -3.551, 2.436], [0.230, -1.904, 1.921], [-1.666, 2.741, -0.096], [-0.882, 3.389, 1.053], [0.324, 2.619, 1.442], [-2.187, 1.814, 0.144], [-0.951, 2.439, -0.861], [-2.343, 3.415, -0.621], [-1.546, 3.711, 1.855], [-0.520, 4.379, 0.775], [0.894, 2.448, 0.689], [-0.974, 0.055, -4.662], [-0.944, 0.836, -3.334], [-0.847, -0.063, -2.248], [0.002, -0.363, -4.908], [-1.412, 0.645, -5.468], [-1.532, -0.839, -4.385], [-1.888, 1.380, -3.307], [-0.130, 1.553, -3.229], [-0.476, 0.359, -1.469]]
}